[1]
A molecular structure, C37H49BrN2P2SV in a non-equilibrium geometry. Source: the Open Molecules 2025 dataset; level of theory: ωB97M-V/def2-TZVPD.

Output
Highest occupied orbital energy (alpha / beta), eV: -16.768 / -16.768
Largest force on an atom, eV Å⁻¹: 4.76
Expectation value of S²: 0.7516
Multiplicity: 2
Relative energy (zero: lowest compared OMol25 entry of this formula, charge and spin), eV: 1.632
LUMO level (alpha / beta), Ha: -0.5061 / -0.5058
Frontier orbital gap (alpha / beta), eV: 3.0 / 3.0
Total charge: +4

```
93
C37H49BrN2P2SV | the Open Molecules 2025 dataset | ωB97M-V/def2-TZVPD
Br -1.525 -0.861 0.065
V 0.266 0.647 -0.719
S 1.336 1.912 1.970
P -2.265 -3.055 -3.825
P 2.173 -0.733 -0.928
N 0.196 1.862 0.718
N -0.956 7.717 -8.184
C -0.908 5.967 -6.009
C -1.164 6.415 -8.376
C -0.015 -1.098 4.399
C 0.931 4.566 5.014
C 2.387 -1.336 -2.644
C 1.448 3.725 4.030
C 5.032 -0.775 -0.697
C 3.006 -0.341 -3.622
C -0.672 7.337 -5.840
C -0.801 3.249 3.243
C -0.456 4.756 5.116
C -2.918 -1.701 -6.202
C 3.770 0.066 -0.487
C 2.399 -1.275 4.252
C -0.947 5.091 -4.867
C 1.220 0.425 2.991
C -1.143 5.496 -7.317
C 0.576 3.067 3.140
C -0.456 -3.179 -3.622
C 0.024 -4.586 -4.005
C 2.033 -2.209 0.150
C -1.190 4.180 -4.097
C 2.885 -3.405 -0.285
C 2.425 -0.192 3.375
C -1.315 4.100 4.232
C -2.268 2.174 -3.205
C -2.138 0.923 -2.619
C -1.141 3.006 -3.355
C 0.147 2.667 -2.952
C 1.180 -1.725 4.772
C 0.325 1.329 -2.556
C -0.713 8.181 -6.957
C -3.026 -2.887 -2.174
C -4.430 -3.496 -2.170
C -0.858 0.526 -2.286
C -2.544 -1.488 -4.727
C 0.006 -0.036 3.492
H 2.508 -3.875 -1.204
H -0.008 -2.430 -4.297
H -1.489 2.724 2.583
H -1.358 6.077 -9.396
H 3.334 -1.763 4.545
H 2.979 -2.258 -2.607
H 1.330 0.949 -2.276
H 2.858 -4.172 0.498
H 2.293 -1.882 1.171
H 3.831 1.005 -1.062
H -3.747 -2.413 -6.318
H 3.939 -3.144 -0.447
H 4.078 -0.213 -3.443
H -4.809 -3.591 -1.149
H 1.160 -2.560 5.477
H 0.966 3.383 -3.070
H -1.338 4.444 -7.505
H -0.222 -2.928 -2.574
H 3.371 0.202 3.000
H -3.231 -0.747 -6.642
H -0.546 9.252 -6.836
H 1.607 5.076 5.702
H 3.681 0.364 0.571
H 5.913 -0.130 -0.575
H -1.603 -0.925 -4.641
H 1.386 -1.628 -2.992
H 1.103 -4.591 -4.189
H -5.136 -2.885 -2.738
H -3.229 2.537 -3.584
H -0.861 5.415 5.883
H -2.062 -2.063 -6.776
H 2.524 3.560 3.940
H -0.964 -1.435 4.818
H -0.182 -5.312 -3.210
H -0.921 0.443 3.187
H 5.098 -1.224 -1.699
H -3.019 0.310 -2.424
H -2.382 -3.395 -1.444
H 0.962 -2.469 0.184
H -0.489 7.745 -4.849
H -4.415 -4.497 -2.616
H 2.532 0.645 -3.590
H -0.522 2.564 0.884
H -2.392 4.241 4.303
H 5.112 -1.571 0.055
H 2.874 -0.710 -4.647
H -0.472 -4.944 -4.918
H -3.030 -1.822 -1.911
H -3.341 -0.935 -4.212
```

[2]
A molecular structure, C37H49MoNO2S3Se in a non-equilibrium geometry. Source: the Open Molecules 2025 dataset; level of theory: ωB97M-V/def2-TZVPD.

Output
Highest occupied orbital energy, eV: -7.804
Largest force on an atom, eV Å⁻¹: 3.77
Relative energy (zero: lowest compared OMol25 entry of this formula, charge and spin), eV: 0.274
LUMO level, Ha: -0.0460
Frontier orbital gap, eV: 6.6

```
94
C37H49MoNO2S3Se | the Open Molecules 2025 dataset | ωB97M-V/def2-TZVPD
Mo -0.535 2.289 -1.043
Se 0.526 0.032 -2.703
S 0.945 3.939 -2.119
S -0.458 5.561 -4.213
S -1.475 2.927 -3.244
O -1.680 0.876 -0.968
O 0.941 1.588 -0.241
N -1.423 3.454 -0.108
C -4.621 0.419 -0.371
C -0.755 -2.474 -1.980
C -0.222 -5.206 -0.731
C -1.764 -0.461 -1.078
C 1.970 0.720 -0.337
C 6.123 -2.255 -0.841
C 1.902 -0.224 -1.374
C -1.557 -4.780 -1.362
C -2.206 4.290 0.645
C 4.895 2.246 1.139
C 3.483 1.769 1.526
C -3.434 4.808 0.165
C -3.938 4.504 -1.211
C -1.589 -5.217 -2.836
C 3.914 -0.432 0.417
C -1.668 -3.258 -1.283
C -0.797 -1.102 -1.860
C -2.562 5.430 2.747
C 4.654 -3.268 0.931
C -2.725 -1.224 -0.393
C 4.233 -3.751 -1.467
C -4.175 5.639 0.992
C -3.790 -0.556 0.481
C -2.631 -2.607 -0.517
C 3.499 1.201 2.951
C -2.701 -5.482 -0.629
C -4.751 -1.580 1.087
C 2.570 2.997 1.513
C -3.117 0.204 1.640
C 3.076 0.676 0.528
C 4.689 -2.668 -0.484
C -3.756 5.949 2.275
C 3.775 -1.447 -0.523
C 2.783 -1.280 -1.482
C -0.335 4.250 -3.264
C -0.487 4.043 2.460
C -1.781 4.611 1.952
H 0.621 -4.768 -1.267
H 4.738 -0.496 1.115
H -3.415 5.111 -1.953
H 4.202 0.372 3.051
H -0.169 -4.884 0.311
H 3.201 -4.049 -1.270
H 4.867 -4.631 -1.354
H 1.575 2.749 1.874
H 2.667 -1.962 -2.312
H -5.004 4.717 -1.279
H -2.223 5.666 3.748
H -5.397 0.879 0.244
H 6.515 -1.523 -0.133
H -4.371 6.583 2.901
H 0.343 4.378 1.837
H -3.880 0.679 2.261
H -3.777 3.463 -1.473
H -2.694 -5.252 0.438
H 5.632 1.448 1.223
H -5.283 -2.129 0.307
H -5.493 -1.057 1.692
H -4.234 -2.291 1.734
H -5.101 -0.107 -1.198
H -2.495 -4.846 -3.318
H -0.118 -6.293 -0.763
H 4.904 2.611 0.111
H 2.989 3.760 2.171
H -0.728 -4.834 -3.384
H -5.107 6.049 0.621
H -2.597 -6.563 -0.734
H 2.492 3.429 0.515
H 0.010 -2.919 -2.603
H 2.508 0.842 3.234
H 3.794 1.982 3.655
H -0.306 4.351 3.488
H 5.033 -2.570 1.677
H -4.001 1.213 -0.779
H 3.631 -3.535 1.204
H -0.514 2.950 2.420
H 4.314 -3.412 -2.501
H 5.269 -4.169 0.971
H 5.204 3.063 1.794
H 6.779 -3.128 -0.826
H -1.576 -6.305 -2.909
H 6.157 -1.816 -1.839
H -3.665 -5.193 -1.050
H -3.346 -3.211 0.023
H -2.539 -0.483 2.262
H -2.455 0.987 1.280
```

[3]
A molecular structure, C37H49N6O3PtS2. Source: the Open Molecules 2025 dataset; level of theory: ωB97M-V/def2-TZVPD.

Output
Highest occupied orbital energy (alpha / beta), eV: -15.583 / -15.695
Largest force on an atom, eV Å⁻¹: 0.71
Expectation value of S²: 6.0212
Multiplicity: 5
Relative energy (zero: lowest compared OMol25 entry of this formula, charge and spin), eV: 0.321
LUMO level (alpha / beta), Ha: -0.2760 / -0.4387
Frontier orbital gap (alpha / beta), eV: 8.1 / 3.8
Total charge: +3

```
98
C37H49N6O3PtS2 | the Open Molecules 2025 dataset | ωB97M-V/def2-TZVPD
Pt -1.141 1.004 0.555
S 1.082 0.616 2.562
S -2.373 2.887 -0.837
O 0.610 0.333 3.900
O 0.803 -0.386 1.539
O -2.798 -2.907 6.530
N -2.195 -0.407 2.367
N -1.780 -0.474 -0.896
N -1.733 -1.985 4.236
N -1.793 2.515 2.096
N 0.374 1.107 -1.049
N 0.330 1.941 1.963
C 2.790 0.928 2.587
C -4.243 -2.671 -4.637
C -1.315 -1.540 -2.969
C 3.318 1.742 3.587
C 3.613 0.417 -3.798
C 4.837 1.283 -3.505
C 1.473 1.856 -0.979
C -3.318 -2.046 -1.802
C -1.887 -3.349 -5.117
C 2.487 0.678 -2.811
C 1.325 -0.103 -2.848
C -2.378 -1.592 6.540
C -0.490 3.309 3.919
C -1.189 -1.488 5.464
C 4.962 0.626 1.642
C -2.842 3.827 3.740
C -1.624 3.925 4.417
C -3.201 -4.596 -3.399
C 0.290 0.128 -1.966
C -3.555 2.036 -1.895
C -2.897 3.106 2.568
C -2.506 -2.259 -2.923
C 2.534 1.680 -1.847
C 3.091 0.742 -5.208
C -0.626 2.607 2.731
C -1.272 3.553 -2.091
C 4.674 1.996 3.594
C 5.518 1.443 2.624
C 4.019 -1.062 -3.724
C 3.602 0.364 1.611
C -0.969 -0.667 -1.950
C -2.278 -3.309 4.235
C -2.927 -1.164 -0.825
C -3.416 -3.316 5.363
C -2.943 -3.214 -4.020
C -1.988 -1.143 3.228
C 6.993 1.706 2.670
H -3.727 4.323 4.111
H -3.054 1.316 -2.539
H -0.853 -0.461 5.358
H -1.955 -1.363 7.516
H -4.565 -3.337 -5.438
H -1.566 4.500 5.331
H -4.095 -1.678 -5.066
H 5.607 0.178 0.897
H -3.165 -0.891 6.253
H 3.879 0.556 -5.938
H 4.850 -1.241 -4.405
H -0.390 -2.138 5.816
H -3.546 -0.975 0.043
H -5.052 -2.618 -3.908
H -3.804 3.007 1.987
H 2.683 2.154 4.361
H 5.094 2.626 4.367
H -2.713 -3.563 3.272
H 7.483 1.397 1.750
H 2.236 0.119 -5.478
H -4.220 -2.645 5.052
H -0.449 4.057 -1.589
H -4.069 2.784 -2.498
H -4.015 -4.576 -2.674
H 1.492 2.606 -0.199
H 3.178 -0.285 0.857
H -0.898 2.770 -2.747
H -0.937 -3.723 -4.728
H 7.447 1.155 3.495
H -2.235 -4.064 -5.861
H 5.243 1.094 -2.509
H -3.760 -4.341 5.483
H -1.841 4.286 -2.661
H 3.396 2.322 -1.745
H -2.307 -4.987 -2.911
H -3.485 -5.295 -4.185
H -4.262 -2.561 -1.695
H -1.713 -2.405 -5.637
H 0.467 3.379 4.415
H 3.212 -1.732 -4.020
H 7.195 2.765 2.833
H 2.796 1.789 -5.291
H -4.280 1.534 -1.259
H 5.619 1.050 -4.227
H -1.523 -4.030 4.542
H -0.655 -1.650 -3.816
H 4.621 2.349 -3.600
H 4.345 -1.336 -2.719
H 1.246 -0.904 -3.567
```